(1)
Here is a molecular structure, C4H13B2BeCl11 in a non-equilibrium geometry from OMol25. Energies are from wB97M-V/def2-TZVPD.

Geometry as XYZ:
```
31
Properties=species:S:1:pos:R:3
Be -0.697 0.330 3.083
B -0.414 -0.017 0.614
H -1.221 -0.676 0.892
H 0.523 -0.247 1.096
H -0.277 -0.003 -0.456
H -0.744 0.965 0.916
B 1.293 1.619 4.348
H 0.809 2.495 3.944
H 1.553 0.890 3.596
H 2.184 1.926 4.874
H 0.592 1.101 4.984
C -2.070 -3.354 -0.712
Cl -1.891 -3.389 1.064
Cl -3.749 -2.949 -1.188
Cl -1.577 -4.832 -1.609
H -1.402 -2.589 -1.108
C 2.183 -1.591 -2.246
Cl 3.597 -0.711 -1.605
Cl 2.328 -3.314 -1.948
Cl 2.121 -1.522 -3.998
H 1.271 -1.140 -1.856
C 1.915 2.506 -0.693
Cl 2.485 2.898 -2.285
Cl 0.870 3.742 -0.109
Cl 3.260 2.635 0.512
H 1.353 1.579 -0.811
C -2.765 0.668 -1.728
Cl -2.313 2.175 -2.525
Cl -4.201 0.090 -2.542
H -1.970 -0.072 -1.822
H -3.046 0.788 -0.682
```

Its expectation value of S² is 0.7548. The LUMO energy (spin up / spin down) is -7.4 / -10.5 eV. The charge is +1. The HOMO-LUMO gap (spin up / spin down) comes out at 5.88 / 2.55 eV. Its largest force on an atom is 5.558 eV Å⁻¹. The value obtained for the calculated total energy is -5285.96862 Ha. Its spin multiplicity is 2.

---

(2)
Here is a molecular structure, C12H27Br9O9S3 in a non-equilibrium geometry from OMol25. Energies are from wB97M-V/def2-TZVPD.

Geometry as XYZ:
```
60
Properties=species:S:1:pos:R:3
O -6.092 3.767 -6.967
S -6.443 3.559 -5.569
O -5.477 3.047 -4.598
O -7.050 4.933 -4.978
C -7.102 5.038 -3.527
C -6.821 6.444 -3.033
C -8.033 2.630 -5.587
H -6.563 4.280 -2.959
H -8.069 4.632 -3.230
H -5.755 6.672 -3.018
H -7.209 6.409 -2.015
H -7.416 7.265 -3.433
H -8.266 2.103 -4.662
H -7.971 1.879 -6.375
H -8.829 3.327 -5.852
O 1.721 -2.541 0.360
S 1.979 -2.149 -1.010
O 1.905 -3.197 -2.048
O 0.952 -0.909 -1.398
C -0.318 -0.791 -0.797
C -0.180 -0.213 0.561
C 3.523 -1.238 -1.058
H -0.792 -1.773 -0.798
H -1.010 -0.223 -1.419
H -1.054 0.247 1.022
H 0.575 0.573 0.550
H 0.272 -0.976 1.194
H 4.300 -1.986 -0.901
H 3.503 -0.555 -0.208
H 3.478 -0.744 -2.028
O 4.444 -1.032 6.775
S 4.874 -2.351 6.371
O 5.513 -2.523 5.053
O 5.917 -3.004 7.478
C 6.079 -2.437 8.751
C 7.494 -2.681 9.290
C 3.519 -3.538 6.382
H 5.456 -2.786 9.574
H 5.935 -1.366 8.605
H 8.213 -2.399 8.521
H 7.595 -3.730 9.566
H 7.604 -1.916 10.058
H 3.424 -3.911 7.401
H 3.939 -4.324 5.755
H 2.681 -3.121 5.824
C 6.115 -3.771 -8.763
Br 5.334 -5.474 -9.389
Br 4.776 -2.770 -7.702
Br 6.625 -2.734 -10.433
H 7.004 -3.937 -8.155
C -6.999 -3.123 6.149
Br -7.380 -5.015 5.682
Br -5.937 -2.371 4.602
Br -6.214 -3.056 7.976
H -7.951 -2.599 6.244
C 2.004 5.337 -5.476
Br 0.341 5.523 -6.408
Br 3.535 6.331 -6.446
Br 2.558 3.502 -4.997
H 1.747 5.767 -4.508
```

The LUMO energy is -0.6 eV. For the energy above the lowest of the compared OMol25 structures with the same formula, charge and spin, the calculation gives 2.7785 eV. The HOMO-LUMO gap comes out at 9.57 eV. Its largest force on an atom is 3.064 eV Å⁻¹. The value obtained for the calculated total energy is -25511.09287 Ha. Its spin multiplicity is 1.